{"formula": "C5H7BrS", "method": "ωB97M-V with the def2-TZVPD basis set", "charge": 0, "e_tot_ev": -86171.7619, "homo_lumo_gap_ev": [7.712, 8.017], "e_lumo_ev": [0.47, 0.50], "de_lowest_kcal_mol": 77.0, "species": ["C", "C", "C", "C", "C", "S", "Br", "H", "H", "H", "H", "H", "H", "H"], "positions_angstrom": [[0.605, 0.105, 1.309], [-0.273, 0.856, -1.028], [0.951, 0.628, -0.112], [0.412, -1.251, 0.817], [-1.219, -0.322, -0.785], [1.674, -1.057, -0.408], [-2.827, -0.084, 0.151], [1.463, 0.090, 1.845], [-0.269, 0.557, 1.751], [-0.619, 1.754, -0.687], [-0.166, 0.714, -2.130], [1.775, 1.435, -0.402], [-0.215, -2.135, 1.064], [-1.291, -1.290, -1.383]], "forces_ev_per_a": [[-3.2, 1.2, -1.7], [-0.2, -4.7, -0.6], [3.2, 0.6, -2.1], [-1.8, -1.2, -2.5], [0.9, -1.8, 1.1], [-0.3, -0.5, -0.3], [-0.3, 0.3, 0.2], [2.6, 0.7, 2.2], [-0.1, 0.4, 0.6], [-1.6, 2.5, 0.2], [1.0, 1.1, 0.8], [-1.6, -1.3, 1.4], [1.0, 0.9, 0.2], [0.4, 1.9, 0.5]]}

=====

{"formula": "C5H7CdO4", "method": "ωB97M-V with the def2-TZVPD basis set", "charge": 1, "e_tot_ev": -18043.1020, "homo_lumo_gap_ev": 8.108, "e_lumo_ev": -4.92, "de_lowest_kcal_mol": 0.0, "species": ["O", "Cd", "C", "C", "H", "H", "H", "H", "C", "C", "O", "C", "O", "O", "H", "H", "H"], "positions_angstrom": [[-0.008, -1.753, 1.492], [-0.159, -1.114, -0.356], [0.898, -1.951, 2.318], [2.002, -0.985, 2.497], [0.678, -2.632, 3.157], [2.708, -1.409, 1.716], [1.542, 0.011, 2.589], [2.482, -1.158, 3.472], [1.821, 1.484, -0.306], [0.677, 0.812, -0.534], [-0.450, 1.713, -0.716], [-1.593, 1.146, -0.962], [-1.807, -0.072, -0.904], [-2.535, 2.028, -1.173], [2.760, 0.938, -0.417], [1.863, 2.575, -0.222], [-3.389, 1.697, -0.862]], "forces_ev_per_a": [[1.0, -2.6, 2.9], [1.6, -0.2, -2.0], [-2.2, 1.7, 1.5], [0.6, -1.8, 0.5], [0.2, -0.6, -0.6], [-0.2, 1.8, 0.4], [0.7, 0.0, -1.2], [-0.1, -0.2, -0.4], [-0.8, -0.6, -0.8], [1.7, 1.9, -0.3], [0.2, -0.3, -0.2], [-0.2, 0.5, 0.8], [-2.3, 0.7, -0.7], [0.0, 0.3, 0.1], [-0.2, 0.1, 0.6], [-0.1, -0.4, -0.1], [-0.1, -0.2, -0.4]]}

=====

{"formula": "C5H7Cl", "method": "ωB97M-V with the def2-TZVPD basis set", "charge": 0, "e_tot_ev": -17815.3274, "homo_lumo_gap_ev": [7.900, 7.922], "e_lumo_ev": [-0.11, -0.22], "de_lowest_kcal_mol": 118.8, "species": ["C", "C", "C", "C", "C", "Cl", "H", "H", "H", "H", "H", "H", "H"], "positions_angstrom": [[0.168, 1.075, 0.051], [0.679, 1.878, -0.879], [0.046, 0.431, 1.426], [-0.853, 0.114, 0.220], [-0.031, -1.978, -0.530], [-2.492, -0.136, -0.052], [0.183, 1.781, -1.889], [1.531, 2.514, -0.621], [0.773, -0.334, 1.677], [-0.137, 1.064, 2.353], [0.942, -1.718, -0.173], [-0.090, -1.968, -1.530], [-0.718, -2.725, -0.053]], "forces_ev_per_a": [[-0.4, -0.1, -0.2], [-0.5, -0.5, 0.0], [0.1, 1.1, 0.1], [2.2, -3.7, 0.2], [-1.6, 2.1, 4.3], [-1.1, 0.7, 0.1], [0.9, 0.7, 1.2], [-0.4, -0.1, -0.6], [0.0, -0.1, -0.1], [-0.5, -0.6, -1.5], [0.4, -0.5, 0.5], [-0.4, 0.3, -3.7], [1.1, 1.0, -0.1]]}

=====

{"formula": "C5H7Cl2N5O", "method": "ωB97M-V with the def2-TZVPD basis set", "charge": 2, "e_tot_ev": -39817.4019, "homo_lumo_gap_ev": [7.617, 5.889], "multiplicity": 3, "s2": 2.013, "e_lumo_ev": [-7.75, -12.52], "species": ["C", "C", "C", "C", "C", "N", "N", "N", "N", "N", "O", "Cl", "Cl", "H", "H", "H", "H", "H", "H", "H"], "positions_angstrom": [[1.376, -0.308, 1.379], [-0.734, 0.284, 0.994], [-2.593, 0.278, -0.158], [0.518, -0.965, -0.677], [-0.402, 0.208, -0.567], [0.224, 0.090, 1.787], [-1.694, 0.278, -1.131], [1.627, -0.894, 0.179], [-2.026, 0.203, 1.088], [0.250, 1.511, -1.059], [2.846, -1.314, -0.314], [-4.269, 0.494, -0.262], [-0.327, -2.566, -0.340], [2.249, 0.011, 2.093], [0.811, -1.171, -1.725], [-2.370, -0.016, 2.004], [-0.151, 1.800, -2.027], [1.284, 1.520, -1.253], [-0.069, 2.131, -0.382], [3.449, -1.574, 0.372]], "forces_ev_per_a": [[4.3, 1.2, 5.0], [1.6, 0.0, -4.8], [0.0, -0.1, -0.8], [0.0, -3.1, -3.3], [-2.0, 1.4, 2.1], [1.3, 0.2, 2.0], [-1.4, -0.5, 0.2], [1.1, -0.4, -1.4], [-1.5, 0.0, 1.0], [1.2, -1.4, -3.8], [-3.0, 1.3, -0.9], [1.0, -0.3, -0.3], [0.0, 0.9, 0.3], [-1.3, -1.3, -1.7], [0.3, 0.5, 0.5], [-1.4, 0.0, 0.2], [0.2, -0.7, 1.8], [-0.8, 0.1, 0.9], [-0.1, 2.4, 1.4], [0.7, -0.2, 1.6]]}

=====

{"formula": "C5H7Cl2NO2", "method": "ωB97M-V with the def2-TZVPD basis set", "charge": 0, "e_tot_ev": -35924.7678, "homo_lumo_gap_ev": [7.277, 7.282], "e_lumo_ev": [-1.58, -1.58], "de_lowest_kcal_mol": 55.8, "species": ["C", "C", "C", "C", "C", "N", "O", "O", "Cl", "Cl", "H", "H", "H", "H", "H", "H", "H"], "positions_angstrom": [[-0.343, -1.510, 1.619], [1.217, -0.054, 0.601], [0.195, 0.507, -0.364], [0.471, 0.492, -1.795], [-0.906, 1.370, 0.243], [-0.474, -1.750, 0.281], [-0.952, -1.858, 2.633], [0.677, -0.583, 1.750], [2.355, -1.206, -0.183], [-1.938, -2.024, -0.446], [1.763, 0.887, 0.947], [0.204, -0.537, -2.053], [1.456, 0.824, -2.026], [-0.276, 0.991, -2.409], [-0.922, 2.292, -0.290], [-0.772, 1.496, 1.333], [-1.754, 0.663, 0.158]], "forces_ev_per_a": [[-2.4, -0.2, 0.8], [0.5, 1.3, 0.1], [-0.5, -1.3, 2.1], [-2.1, -0.4, -0.2], [1.3, -2.4, 0.7], [1.1, 1.8, -0.4], [1.4, 0.5, -2.3], [0.7, 0.4, 0.7], [0.2, 0.6, 0.2], [-1.0, -0.5, 0.3], [0.0, -1.3, -0.4], [1.0, -0.5, -0.2], [0.9, -0.3, -0.3], [0.0, 0.8, 0.4], [-0.7, 0.6, -0.4], [0.1, 0.1, -0.6], [-0.4, 0.8, -0.4]]}

=====

{"formula": "C5H7Cl3", "method": "ωB97M-V with the def2-TZVPD basis set", "charge": 0, "e_tot_ev": -42860.8971, "homo_lumo_gap_ev": [7.216, 7.665], "e_lumo_ev": [-0.38, -0.06], "de_lowest_kcal_mol": 103.3, "species": ["C", "C", "C", "C", "C", "Cl", "Cl", "Cl", "H", "H", "H", "H", "H", "H", "H"], "positions_angstrom": [[-1.074, 1.096, -1.225], [-0.304, 1.903, -0.447], [0.404, -2.497, 0.438], [1.058, 1.740, -0.076], [-0.439, -1.451, 1.111], [-1.076, 3.353, 0.153], [0.220, -0.598, 2.400], [-1.541, -0.748, 0.125], [-2.069, 1.476, -1.394], [-0.561, 0.525, -1.855], [0.985, -2.993, 1.286], [-0.060, -3.238, -0.305], [1.120, -2.017, -0.153], [1.737, 1.204, -0.793], [1.599, 2.245, 0.736]], "forces_ev_per_a": [[-1.2, 3.5, 1.0], [2.7, 1.2, 1.4], [0.1, -1.8, 1.6], [-0.2, -0.3, -1.6], [0.5, -1.8, -0.9], [-0.3, 0.0, 0.6], [0.2, 0.3, 0.8], [-2.0, -0.2, 0.4], [-0.2, -0.5, -0.4], [1.5, -2.7, -2.7], [-0.8, 0.1, -1.4], [0.0, 1.0, 1.6], [1.5, 1.0, -1.0], [-0.9, 0.0, 0.9], [-0.8, 0.1, -0.5]]}